No. 1
ORCA calculation (ωB97M-V/def2-TZVPD) on a cluster of 2 separate species, C4H11NO3 in total in a non-equilibrium geometry.

Charge: 0
LUMO level (eV): 0.65
ΔE to the lowest compared entry with this formula, charge and spin (kcal per mole): 37.0

Atoms and positions in Å:
C: -0.806 -0.360 1.406
N: -1.893 -0.121 0.471
O: 0.098 0.714 1.343
H: -0.412 1.520 1.485
H: -2.578 -0.865 0.535
H: -1.528 -0.104 -0.479
H: -1.249 -0.431 2.414
H: 0.477 0.881 -0.536
C: 0.543 1.979 -2.149
C: 1.263 -1.629 0.518
C: -0.107 -1.699 1.110
O: 0.384 0.745 -1.496
O: -0.710 -2.726 1.306
H: 0.444 1.788 -3.217
H: 1.531 2.410 -1.957
H: -0.225 2.698 -1.845
H: 1.185 -1.227 -0.491
H: 1.881 -0.952 1.101
H: 1.703 -2.622 0.481



No. 2
ORCA calculation (ωB97M-V/def2-TZVPD) on a structure of composition C20H36As3N3NiS in a non-equilibrium geometry.

Charge: +2
LUMO level (alpha / beta) (eV): -4.49 / -9.48
<S²>: 2.011
2S+1: 3

Atoms and positions in Å:
Ni: 0.935 -1.065 0.376
C: 6.098 -1.460 0.585
N: 5.206 -1.451 1.714
C: 5.564 -1.408 3.030
C: 4.436 -1.415 3.769
N: 3.354 -1.462 2.908
C: 3.858 -1.496 1.631
S: 3.089 -1.619 0.137
C: 2.011 -1.477 3.319
C: 1.694 -1.323 4.672
C: 0.375 -1.396 5.072
C: -0.603 -1.658 4.122
C: -0.213 -1.783 2.807
N: 1.056 -1.659 2.397
H: 7.129 -1.451 0.934
H: 5.927 -0.585 -0.045
H: 5.933 -2.355 -0.018
H: 6.583 -1.386 3.355
H: 4.341 -1.423 4.832
H: 2.458 -1.136 5.407
H: 0.115 -1.264 6.108
H: -1.639 -1.757 4.394
H: -0.949 -2.020 2.041
C: -2.890 -1.557 -0.063
As: -1.091 -1.514 -0.848
C: -1.170 -3.291 -1.651
C: -1.446 -0.382 -2.432
C: -1.332 1.148 -2.315
C: -1.739 1.758 -3.660
C: 0.124 1.580 -2.042
As: 1.042 1.173 -0.330
C: 0.306 2.359 1.044
C: 2.721 2.099 -0.723
C: -2.205 1.736 -1.206
As: -4.234 1.885 -1.249
C: -4.589 3.451 -2.374
C: -5.086 0.508 -2.377
H: -3.224 -0.580 0.290
H: -2.930 -2.267 0.763
H: -3.570 -1.909 -0.841
H: -2.061 -3.391 -2.275
H: -1.218 -4.030 -0.846
H: -0.283 -3.494 -2.251
H: -2.457 -0.650 -2.758
H: -0.756 -0.710 -3.216
H: -1.034 1.478 -4.439
H: -1.767 2.845 -3.589
H: -2.726 1.396 -3.947
H: 0.200 2.668 -2.145
H: 0.771 1.132 -2.805
H: 0.142 3.364 0.656
H: 1.032 2.405 1.858
H: -0.626 1.966 1.450
H: 2.530 3.151 -0.950
H: 3.210 1.634 -1.581
H: 3.395 2.043 0.133
H: -1.919 2.784 -1.072
H: -1.958 1.220 -0.270
H: -4.074 4.333 -2.002
H: -5.661 3.642 -2.325
H: -4.321 3.278 -3.416
H: -4.991 -0.488 -1.955
H: -4.730 0.515 -3.405
H: -6.146 0.765 -2.384



No. 3
ORCA calculation (ωB97M-V/def2-TZVPD) on a cluster of 4 separate species, H10NO3 in total in a non-equilibrium geometry.

Charge: 0
LUMO level (alpha / beta) (eV): 0.81 / 0.54
ΔE to the lowest compared entry with this formula, charge and spin (kcal per mole): 12.1
<S²>: 0.750
2S+1: 2

Atoms and positions in Å:
N: -0.364 0.265 0.171
H: -0.536 -0.681 -0.159
H: -0.472 0.430 1.204
H: 0.666 0.414 0.048
H: -1.007 0.977 -0.173
H: -3.403 -1.267 -1.790
H: -2.677 -0.407 -2.793
O: -2.716 -0.594 -1.848
H: 2.041 2.314 0.048
H: 2.700 2.116 1.353
O: 1.992 1.721 0.818
H: 1.273 -1.303 1.652
H: 1.278 -2.476 0.773
O: 1.226 -1.509 0.695



No. 4
ORCA calculation (ωB97M-V/def2-TZVPD) on the molecule C9H14Cl2N2O in a non-equilibrium geometry.

Charge: 0
LUMO level (eV): 0.33
ΔE to the lowest compared entry with this formula, charge and spin (kcal per mole): 7.3

Atoms and positions in Å:
C: 1.770 -0.732 -2.245
C: 3.208 -0.712 -0.462
C: 2.889 -1.239 -1.684
C: 1.517 0.913 -0.585
C: -0.001 0.676 -2.621
C: 0.199 1.271 0.598
C: -0.626 0.050 1.058
C: -1.893 0.343 2.019
C: -2.655 -0.966 2.269
N: 2.548 0.207 0.121
N: 1.102 0.298 -1.760
O: -4.064 -0.847 2.502
Cl: 3.631 -2.743 -2.105
Cl: 2.119 2.609 -1.229
H: 1.344 -1.218 -3.144
H: 4.065 -0.968 0.180
H: -0.361 -0.180 -3.265
H: -0.898 0.878 -2.050
H: 0.337 1.351 -3.398
H: -0.379 2.104 -0.056
H: 0.661 1.779 1.469
H: -0.875 -0.558 0.277
H: -0.115 -0.683 1.801
H: -2.575 1.017 1.596
H: -1.710 0.913 2.989
H: -2.371 -1.621 3.159
H: -2.655 -1.725 1.365
H: -4.211 -0.216 3.198



No. 5
ORCA calculation (ωB97M-V/def2-TZVPD) on the molecule C13H18N4O2S.

Charge: 0
LUMO level (eV): 0.56
ΔE to the lowest compared entry with this formula, charge and spin (kcal per mole): 0.0

Atoms and positions in Å:
C: -1.752 -2.158 -0.949
C: -2.735 -1.419 -0.097
N: -2.527 -0.123 0.084
C: -3.398 0.529 0.846
N: -4.486 0.019 1.407
C: -4.691 -1.271 1.224
C: -3.828 -2.062 0.481
H: -3.996 -3.117 0.345
H: -5.578 -1.676 1.693
S: -3.135 2.224 1.130
C: -1.463 2.375 0.434
H: -1.202 3.431 0.503
C: -0.490 1.517 1.239
O: -0.821 0.961 2.266
N: 0.770 1.452 0.756
C: 1.241 1.950 -0.515
H: 0.574 2.715 -0.906
C: 1.377 0.796 -1.513
H: 1.794 1.178 -2.445
H: 0.388 0.379 -1.715
C: 2.284 -0.309 -0.959
C: 3.747 0.130 -0.928
O: 4.127 1.273 -1.042
N: 4.615 -0.894 -0.753
H: 4.319 -1.851 -0.690
H: 5.600 -0.692 -0.717
H: 2.222 -1.183 -1.618
C: 1.821 -0.715 0.450
C: 1.698 0.513 1.352
H: 1.310 0.232 2.332
H: 2.669 1.003 1.468
H: 2.514 -1.430 0.895
H: 0.838 -1.186 0.380
H: 2.227 2.398 -0.361
H: -1.509 2.056 -0.605
H: -2.273 -2.740 -1.707
H: -1.076 -1.457 -1.431
H: -1.176 -2.846 -0.332



No. 6
ORCA calculation (ωB97M-V/def2-TZVPD) on a structure of composition C23H19AuN4O3.

Charge: +2
LUMO level (alpha / beta) (eV): -8.47 / -8.47
ΔE to the lowest compared entry with this formula, charge and spin (kcal per mole): 0.0

Atoms and positions in Å:
Au: 0.379 0.438 -0.025
C: -2.924 0.425 3.118
O: -2.640 0.453 1.701
C: -2.945 1.517 0.999
C: -3.479 2.697 1.534
C: -3.770 3.744 0.694
C: -3.562 3.684 -0.707
C: -3.059 2.550 -1.254
C: -2.730 1.439 -0.421
N: -2.239 0.269 -0.874
N: -2.292 -0.025 -2.079
C: -1.604 -0.509 -3.033
C: -0.087 -0.426 -3.021
O: 0.532 -0.058 -2.011
C: 0.607 -0.828 -4.200
C: -0.066 -1.355 -5.243
C: -1.499 -1.560 -5.257
C: -2.114 -2.170 -6.341
C: -3.491 -2.371 -6.343
C: -4.256 -1.952 -5.265
C: -3.656 -1.330 -4.178
C: -2.279 -1.143 -4.167
H: -3.991 0.564 3.285
H: -2.347 1.193 3.631
H: -2.623 -0.563 3.446
H: -3.668 2.785 2.594
H: -4.185 4.651 1.118
H: -3.818 4.536 -1.320
H: -2.901 2.460 -2.321
H: 1.682 -0.715 -4.198
H: 0.487 -1.662 -6.124
H: -1.513 -2.490 -7.184
H: -3.964 -2.851 -7.189
H: -5.326 -2.105 -5.268
H: -4.263 -0.991 -3.348
N: 1.372 1.839 6.891
C: 0.669 2.499 5.951
O: 0.009 3.491 6.161
C: 0.691 1.936 4.537
C: 1.221 0.713 4.153
C: 1.119 0.314 2.834
N: 0.531 1.078 1.902
C: 0.041 2.280 2.264
C: 0.096 2.729 3.561
H: 1.377 2.222 7.824
H: 1.980 1.067 6.696
H: 1.703 0.040 4.849
H: 1.514 -0.638 2.507
H: -0.393 2.881 1.476
H: -0.306 3.693 3.842



No. 7
ORCA calculation (ωB97M-V/def2-TZVPD) on a structure of composition C35H26F3N2O5PSr.

Charge: -2
LUMO level (eV): 4.19
ΔE to the lowest compared entry with this formula, charge and spin (kcal per mole): 24.3

Atoms and positions in Å:
Sr: 0.711 -0.518 0.783
C: -2.826 4.180 0.759
O: -1.638 3.580 1.206
C: -1.692 2.929 2.416
C: -2.637 3.195 3.376
C: -2.626 2.489 4.593
C: -1.669 1.524 4.791
C: -0.703 1.213 3.821
C: 0.218 0.119 4.124
N: 1.013 -0.415 3.282
N: 1.777 -1.481 3.734
C: 2.680 -1.830 2.838
O: 2.934 -1.272 1.726
C: 3.479 -3.051 3.206
C: 3.245 -3.762 4.381
C: 3.990 -4.892 4.677
C: 4.976 -5.332 3.800
C: 5.207 -4.631 2.625
C: 4.460 -3.498 2.331
C: -0.667 1.930 2.586
O: 0.176 1.731 1.649
H: -2.671 4.431 -0.291
H: -3.060 5.098 1.313
H: -3.669 3.487 0.835
H: -3.400 3.942 3.197
H: -3.373 2.697 5.349
H: -1.661 0.957 5.718
H: 0.190 -0.283 5.143
H: 2.462 -3.415 5.040
H: 3.792 -5.446 5.588
H: 5.550 -6.224 4.027
H: 5.960 -4.979 1.927
H: 4.607 -2.948 1.411
C: 1.890 4.212 -1.955
C: 0.855 3.809 -1.127
C: 0.170 2.625 -1.378
C: 0.528 1.814 -2.453
C: 1.595 2.217 -3.264
C: 2.259 3.409 -3.030
P: -0.238 0.154 -2.715
C: -0.636 0.257 -4.516
C: -0.836 -0.956 -5.176
C: -1.206 -0.993 -6.513
C: -1.368 0.191 -7.221
C: -1.167 1.405 -6.579
C: -0.807 1.437 -5.238
C: -1.854 0.337 -1.907
C: -3.010 0.797 -2.547
C: -4.160 0.993 -1.800
C: -4.125 0.752 -0.427
C: -2.955 0.311 0.181
C: -1.764 0.056 -0.532
H: 2.424 5.134 -1.757
H: 0.575 4.389 -0.257
H: -0.611 2.325 -0.694
H: 1.903 1.585 -4.092
H: 3.078 3.706 -3.676
H: -0.701 -1.879 -4.624
H: -1.361 -1.945 -7.006
H: -1.650 0.168 -8.267
H: -1.296 2.333 -7.124
H: -0.660 2.388 -4.741
H: -3.020 0.999 -3.614
H: -5.072 1.335 -2.277
H: -5.020 0.910 0.170
H: -2.978 0.155 1.258
F: 1.654 -6.172 1.086
C: 1.223 -5.267 0.180
F: 0.520 -5.969 -0.755
F: 2.319 -4.798 -0.447
C: 0.318 -4.158 0.831
O: -0.528 -4.592 1.601
O: 0.581 -3.000 0.440



No. 8
ORCA calculation (ωB97M-V/def2-TZVPD) on a cluster of 3 separate species, C20H53BBrNO12P2Si in total in a non-equilibrium geometry.

Charge: 0
LUMO level (eV): 0.19

Atoms and positions in Å:
C: 0.362 1.130 -0.460
C: 1.371 0.292 -1.242
C: 2.318 1.046 -2.227
Br: 2.363 2.949 -1.833
P: 2.083 0.587 -4.011
O: 1.929 2.256 -4.526
C: 0.392 0.086 -4.477
C: -0.603 1.211 -4.770
O: -1.901 0.673 -4.946
Si: -3.019 0.762 -3.712
C: -2.546 -0.377 -2.295
C: -4.661 0.262 -4.431
C: -3.072 2.520 -3.069
B: 3.606 0.479 -5.245
N: 4.922 0.595 -4.764
O: 3.399 0.295 -6.595
P: 2.650 -1.628 -3.371
O: 3.705 -1.725 -2.318
O: 3.205 -2.227 -4.794
O: 1.352 -2.571 -3.101
H: -0.253 1.748 -1.120
H: -0.308 0.465 0.090
H: 0.833 1.796 0.260
H: 0.809 -0.468 -1.787
H: 2.009 -0.272 -0.557
H: 3.346 0.745 -2.025
H: 1.876 2.366 -5.476
H: 0.005 -0.513 -3.657
H: 0.476 -0.602 -5.329
H: -0.583 1.938 -3.948
H: -0.351 1.764 -5.679
H: -1.535 -0.780 -2.380
H: -2.594 0.144 -1.333
H: -3.228 -1.232 -2.242
H: -4.820 -0.818 -4.381
H: -4.758 0.573 -5.475
H: -5.467 0.743 -3.866
H: -2.308 2.697 -2.305
H: -4.046 2.715 -2.610
H: -2.917 3.260 -3.860
H: 5.081 0.744 -3.781
H: 5.604 1.082 -5.320
H: 2.593 0.619 -6.991
H: 4.134 -2.468 -4.704
H: 1.596 -3.422 -2.718
C: -5.385 -3.131 2.051
O: -4.273 -2.654 2.770
C: -3.064 -2.632 2.042
C: -2.250 -1.393 2.345
O: -2.803 -0.194 1.837
C: -3.901 0.390 2.519
C: -3.500 1.066 3.812
O: -3.144 0.126 4.803
C: -1.942 0.429 5.476
H: -5.381 -4.224 1.966
H: -6.278 -2.828 2.594
H: -5.420 -2.705 1.042
H: -3.263 -2.678 0.964
H: -2.451 -3.505 2.306
H: -1.304 -1.510 1.808
H: -2.032 -1.325 3.413
H: -4.714 -0.320 2.677
H: -4.252 1.181 1.850
H: -4.340 1.684 4.159
H: -2.657 1.734 3.602
H: -1.168 0.751 4.771
H: -1.601 -0.485 5.963
H: -2.076 1.203 6.240
C: 3.204 0.947 0.617
O: 3.493 0.926 1.996
C: 2.873 1.951 2.744
C: 2.392 1.451 4.090
O: 1.287 0.564 4.027
C: 1.504 -0.767 3.592
C: 2.228 -1.647 4.587
O: 3.595 -1.309 4.685
C: 4.129 -1.391 5.984
H: 3.774 1.719 0.087
H: 3.475 -0.027 0.211
H: 2.139 1.126 0.437
H: 2.027 2.375 2.190
H: 3.591 2.762 2.931
H: 2.012 2.325 4.625
H: 3.219 1.029 4.662
H: 1.997 -0.804 2.618
H: 0.498 -1.184 3.486
H: 2.123 -2.686 4.246
H: 1.739 -1.566 5.566
H: 3.457 -0.938 6.722
H: 5.072 -0.847 5.983
H: 4.322 -2.428 6.284



No. 9
ORCA calculation (ωB97M-V/def2-TZVPD) on the molecule C5H5P5 in a non-equilibrium geometry.

Charge: 0
LUMO level (eV): -1.62
ΔE to the lowest compared entry with this formula, charge and spin (kcal per mole): 71.9

Atoms and positions in Å:
C: -0.561 0.365 1.086
C: -1.162 1.336 0.122
C: 0.124 -0.878 0.377
C: -2.466 1.588 0.516
C: -0.277 -1.367 -0.991
P: -3.794 1.597 -0.673
P: -3.711 -0.399 -1.182
P: -2.887 -1.685 0.513
P: -2.351 -0.045 1.803
P: -0.485 -2.761 0.290
H: 0.113 0.783 1.781
H: -0.559 1.817 -0.673
H: 1.077 -0.893 0.449
H: -1.182 -1.039 -1.410
H: 0.558 -1.510 -1.783



no.,calculated total energy (eV)
1,-11958.5045
2,-260173.6275
3,-7791.6746
4,-39629.4041
5,-34665.3289
6,-39937.9403
7,-68215.7731
8,-144835.9764
9,-51704.4558